[1]
Density functional theory data (ωB97M-V with the def2-TZVPD basis set) for C4H7NO in the gas phase in a non-equilibrium geometry.

orbital gap (alpha / beta) = 7.317 / 7.320 eV
multiplicity = 1
total charge = 0
E_LUMO (alpha / beta) = 0.1 / 0.1 eV

Last column: Mulliken charge in e.
Positions of all 13 atoms, in Å:
1 O -2.28 -0.13 2.55  -0.363
2 C -1.61 -0.27 1.61  0.488
3 N -0.70 -0.61 0.83  -0.173
4 C -0.74 -0.02 -0.50  -0.751
5 C 1.52 -0.30 -0.39  -1.091
6 C 0.55 0.80 -0.70  -0.243
7 H -1.68 0.53 -0.43  0.451
8 H 0.46 -1.03 0.92  0.340
9 H -0.76 -0.83 -1.24  0.215
10 H 2.24 -0.17 0.39  0.385
11 H 1.88 -0.83 -1.28  0.219
12 H 0.54 1.21 -1.73  0.269
13 H 0.57 1.66 -0.02  0.253

---

[2]
Density functional theory data (ωB97M-V with the def2-TZVPD basis set) for C32H31N7O4SV as an isolated structure.

orbital gap (alpha / beta) = 5.434 / 5.570 eV
multiplicity = 2
total charge = +2
E_LUMO (alpha / beta) = -7.4 / -7.3 eV

Last column: Mulliken charge in e.
Positions of all 76 atoms, in Å:
1 V -0.45 0.17 -1.38  0.141
2 O 3.00 4.12 -2.70  -0.613
3 C 3.72 3.02 -2.48  0.433
4 C 5.10 3.17 -2.50  -0.716
5 C 5.92 2.08 -2.29  -0.353
6 C 5.38 0.81 -2.05  -0.917
7 C 4.03 0.65 -2.03  -0.402
8 C 3.16 1.74 -2.24  0.187
9 C 1.75 1.54 -2.19  1.208
10 O 1.28 0.31 -1.95  -0.259
11 N 0.87 2.50 -2.39  -1.267
12 N -0.37 1.98 -2.26  0.240
13 C -1.44 2.58 -2.62  -0.168
14 C -2.65 1.77 -2.50  0.795
15 C -3.91 2.19 -2.85  -0.955
16 C -4.97 1.31 -2.74  -0.234
17 C -4.74 0.02 -2.28  -1.009
18 C -3.44 -0.34 -1.94  -0.032
19 N -2.42 0.51 -2.05  0.211
20 H 2.04 3.93 -2.66  0.539
21 H 5.51 4.15 -2.69  0.476
22 H 6.99 2.21 -2.31  0.403
23 H 6.04 -0.04 -1.89  0.443
24 H 3.59 -0.33 -1.86  0.416
25 H -1.44 3.59 -3.02  0.465
26 H -4.05 3.20 -3.22  0.498
27 H -5.97 1.62 -3.01  0.462
28 H -5.54 -0.70 -2.17  0.439
29 H -3.22 -1.33 -1.57  0.456
30 C 1.53 -4.48 -4.52  -1.058
31 C 0.05 -4.08 -4.48  -0.586
32 C -0.29 -3.43 -3.18  0.278
33 N -0.27 -2.17 -2.97  -0.876
34 N -0.56 -1.84 -1.67  1.114
35 C -0.82 -2.88 -0.89  0.318
36 N -1.20 -2.77 0.39  -0.169
37 S -0.69 -4.36 -1.75  -0.102
38 H 1.76 -4.94 -5.48  0.366
39 H 1.78 -5.19 -3.74  0.348
40 H 2.17 -3.60 -4.41  0.299
41 H -0.58 -4.96 -4.62  0.364
42 H -0.18 -3.37 -5.27  0.267
43 H -1.06 -1.90 0.89  -0.281
44 H -1.27 -3.61 0.96  0.290
45 C -3.26 3.10 4.58  -1.695
46 C -2.72 1.75 4.17  1.092
47 C -3.55 0.85 3.51  -1.013
48 C -3.10 -0.41 3.15  -0.963
49 C -1.80 -0.78 3.44  -0.202
50 C -0.94 0.13 4.06  -0.754
51 N 0.40 -0.26 4.31  0.092
52 C 1.16 -0.93 3.39  -0.249
53 C 2.04 -1.95 3.79  -0.958
54 C 2.77 -2.66 2.85  -0.706
55 C 2.65 -2.39 1.49  -1.294
56 C 1.82 -1.37 1.07  0.164
57 C 1.10 -0.63 2.02  1.065
58 C 0.45 0.60 1.60  0.556
59 O 0.36 1.70 1.97  -0.434
60 O -0.40 0.32 0.28  0.187
61 C -1.39 1.40 4.44  1.082
62 C -0.44 2.35 5.12  -1.797
63 H -4.32 3.16 4.38  0.399
64 H -2.76 3.90 4.03  0.366
65 H -3.09 3.28 5.64  0.389
66 H -4.57 1.13 3.31  0.392
67 H -3.78 -1.13 2.70  0.521
68 H -1.44 -1.79 3.26  0.785
69 H 0.69 -0.34 5.28  0.302
70 H 2.11 -2.20 4.84  0.454
71 H 3.43 -3.44 3.19  0.426
72 H 3.23 -2.95 0.77  0.528
73 H 1.77 -1.11 0.03  0.594
74 H 0.58 2.21 4.76  0.389
75 H -0.45 2.21 6.20  0.351
76 H -0.72 3.39 4.93  0.472